Record 1
Below is a structure of composition C32H33N2O2PtS2SbSi at a distorted geometry, with properties calculated with the ωB97M-V functional and the def2-TZVPD basis.

The geometry in XYZ format:
```
74
Properties=species:S:1:pos:R:3
C -4.403 1.250 3.472
S -0.826 1.926 1.748
H -4.575 -2.328 -1.647
C -3.188 -2.970 -3.157
C -1.508 2.229 -1.751
H 2.518 -3.863 -1.542
H 5.891 -2.189 2.188
Sb -0.168 0.534 -1.343
H -0.873 1.089 -4.467
H 2.707 -1.930 3.751
C 2.320 1.283 -5.598
S -1.244 -1.411 1.504
C 2.194 -1.895 -0.620
H -1.303 5.418 -2.947
C -2.401 -0.345 2.270
O 4.112 -0.664 2.065
C -3.061 4.561 -2.057
C -3.601 -2.172 -2.098
C 2.830 -3.208 -0.744
C 2.267 0.878 -3.222
C 3.780 -3.551 0.129
C -4.569 -0.132 3.396
H 4.275 -4.513 0.107
C 5.242 -3.046 2.031
C -3.577 -0.904 2.811
N 4.191 -2.690 1.100
C -1.742 4.536 -2.493
C -3.599 3.431 -1.453
H 0.369 0.691 5.847
H 0.053 3.389 -2.676
C 0.213 1.084 -4.442
H 4.836 -3.334 3.004
H -4.618 3.447 -1.082
Pt 0.787 0.104 1.451
H -3.833 -3.756 -3.534
C -1.100 -1.765 -3.228
C 2.886 1.292 4.157
C 0.928 1.287 -5.618
H 2.878 1.436 -6.515
C -1.506 -0.952 -2.166
C 0.063 0.801 4.798
Si 1.429 0.204 3.644
C 3.607 -1.404 1.228
O 1.364 -1.556 -1.474
H -5.460 -0.605 3.795
H -0.118 -1.624 -3.665
H -3.076 -0.617 -0.730
C -0.978 3.383 -2.335
N 2.546 -1.093 0.432
C 1.867 -1.511 4.317
C -1.930 -2.768 -3.717
H 2.793 0.707 -2.287
H 3.104 1.132 5.223
H -0.865 0.238 4.638
C -2.759 -1.183 -1.598
H 0.400 1.449 -6.553
H -5.164 1.873 3.932
C 0.870 0.873 -3.227
H 3.770 1.042 3.569
H -1.593 -3.403 -4.529
H -3.264 1.431 -0.792
H -3.691 -1.981 2.756
H -3.095 2.894 3.037
C -2.229 1.058 2.363
C -2.827 2.285 -1.296
H 1.017 -2.195 4.219
H 5.817 -3.878 1.622
C 2.989 1.081 -4.397
H 2.161 -1.447 5.373
H 4.074 1.078 -4.375
H -0.161 1.855 4.599
H -3.659 5.458 -2.174
H 2.657 2.355 4.005
C -3.244 1.820 2.969
```

The value obtained for the largest force on an atom is 1.30 eV/A. The relative energy (zero: lowest compared OMol25 entry of this formula, charge and spin) comes out at 141.54 kJ/mol. The multiplicity is 1. The calculation puts the HOMO energy at -0.2 eV. The orbital gap comes out at 0.1711 hartree. The total charge is -2. The value obtained for the calculated total energy is -2944.74865 hartree.



Record 2
Below is a cluster of 7 separate species, C3H22N2O6 in total at a distorted geometry, with properties calculated with the ωB97M-V functional and the def2-TZVPD basis.

The geometry in XYZ format:
```
33
Properties=species:S:1:pos:R:3
H 0.198 -4.127 2.229
O 1.303 0.351 2.809
H 0.854 4.092 -1.025
H 2.005 0.232 3.476
H -0.921 -2.073 -2.505
H 0.218 -0.794 -4.101
O -2.748 2.526 1.835
H 2.799 0.713 -1.444
H -3.648 2.178 1.906
H -1.400 -0.076 -3.901
H -0.316 3.557 -0.449
O 0.365 3.248 -1.099
H 0.309 -1.407 -1.865
H 3.333 1.829 -0.425
H 0.287 -2.593 3.518
H -1.964 0.295 -1.371
C -0.604 -1.040 -2.145
N -0.976 -0.585 0.362
H -0.824 0.343 0.689
H 0.056 -1.118 4.054
H -0.381 -1.255 0.745
H -0.278 1.779 -2.433
H -2.223 2.094 2.467
H 1.799 -3.870 2.345
H -2.382 -1.294 -0.866
O -0.021 -1.934 4.219
H 1.326 -0.521 2.339
C -1.509 -0.668 -1.094
O 0.974 -3.389 2.186
H 1.165 0.924 -2.741
C -0.329 -0.048 -3.374
N 0.201 1.164 -3.010
O 3.333 1.467 -1.329
```

The value obtained for the largest force on an atom is 11.64 eV/A. The relative energy (zero: lowest compared OMol25 entry of this formula, charge and spin) comes out at 390.75 kJ/mol. The multiplicity is 1. The calculation puts the HOMO energy at -8.2 eV. As for the structure (SMILES): NCCCN.O.O.O.O.O.O. The orbital gap comes out at 0.3005 hartree. The value obtained for the calculated total energy is -688.30664 hartree.



Record 3
Below is an isolated molecule of C3H4BNO2 at a distorted geometry, with properties calculated with the ωB97M-V functional and the def2-TZVPD basis.

The geometry in XYZ format:
```
11
Properties=species:S:1:pos:R:3
B 0.594 0.827 0.086
H -0.875 -1.379 0.004
O 0.224 0.127 1.212
H 1.790 2.548 0.677
C -0.178 0.437 -1.192
H 0.752 0.518 1.919
C -0.119 1.065 -2.408
N 0.068 1.439 -3.505
H -1.229 -1.557 -1.945
O 1.469 1.905 0.032
C -1.028 -1.073 -1.031
```

The value obtained for the largest force on an atom is 8.27 eV/A. The relative energy (zero: lowest compared OMol25 entry of this formula, charge and spin) comes out at 217.24 kJ/mol. The multiplicity is 1. The calculation puts the HOMO energy (alpha / beta) at -9.5 / -9.3 eV. As for the structure (SMILES): C=C(C#N)B(O)O. The orbital gap (alpha / beta) comes out at 0.3020 / 0.3219 hartree. The value obtained for the calculated total energy is -346.77891 hartree.



Record 4
Below is a structure of composition C31H34BrCl2F3HfN5O5S, with properties calculated with the ωB97M-V functional and the def2-TZVPD basis.

The geometry in XYZ format:
```
83
Properties=species:S:1:pos:R:3
C -1.243 -2.340 -1.094
O -1.842 2.370 0.786
C 3.411 2.264 -2.428
C 5.896 2.139 -2.845
O -3.059 0.466 0.329
H -3.027 3.386 -3.125
H 1.133 3.395 -2.843
H 3.066 -3.509 0.881
H 2.026 -4.730 1.583
H 0.024 5.933 1.658
H 1.098 -2.638 3.024
H 5.647 0.461 -0.708
H 4.073 -1.949 2.755
Cl 1.275 4.031 1.060
C -4.533 2.726 0.655
H 0.638 1.717 2.109
N 2.791 -0.778 1.625
C 1.013 2.593 -2.113
C -3.157 -3.160 -2.349
C -1.197 -0.845 4.223
C 2.127 -3.659 1.419
C 2.234 1.914 -1.759
H 2.844 -1.089 3.682
H -3.971 -2.946 -3.035
N 1.027 -3.250 0.542
H -3.087 1.130 -3.849
C -2.323 -2.107 -1.959
C 0.283 1.019 4.091
C -2.984 -4.466 -1.903
H 0.961 -2.289 0.208
H 0.886 1.795 4.540
C -2.471 2.691 -2.497
C 4.693 0.874 -1.018
C -2.502 -0.825 -2.591
H -3.128 2.471 -1.657
N -1.904 0.285 -2.319
Br -2.321 -2.143 2.018
H -4.085 -5.555 -3.392
H 0.151 -5.077 0.471
H 5.777 1.958 -3.913
C 4.658 1.744 -2.092
C 0.604 5.216 2.226
Hf -0.865 0.694 -0.319
F -4.079 3.948 0.438
H 6.763 1.577 -2.504
H 2.486 -3.562 3.533
O -0.469 -1.346 -0.702
H -3.195 -0.831 -3.433
C -3.924 -5.564 -2.315
N -0.599 0.047 2.072
C 0.084 -4.044 0.142
H 1.440 5.683 2.730
H -1.696 -5.707 -0.745
C 2.123 -2.898 2.748
H -0.783 3.971 -2.870
F -5.441 2.725 1.595
O 1.180 0.647 -0.056
H -0.353 0.117 5.941
H -4.895 -5.443 -1.833
H -3.534 -6.542 -2.043
H -1.378 4.048 -1.209
H 3.345 2.977 -3.244
H 1.856 -0.401 1.474
C -1.190 3.378 -2.049
C 0.152 0.969 2.721
C 3.714 -0.375 0.808
C -1.262 -0.830 2.840
C -2.214 1.399 -3.255
C -1.008 -3.676 -0.689
S -3.095 1.659 1.219
N -0.163 2.402 -1.626
H 4.718 -0.743 1.004
C 3.540 0.506 -0.298
H -1.372 1.507 -3.945
F -5.032 2.224 -0.465
H -1.769 -1.575 4.776
O -3.248 1.442 2.608
C 3.021 -1.663 2.772
C -0.411 0.097 4.860
C -1.892 -4.696 -1.088
H 6.109 3.200 -2.709
C 2.277 1.012 -0.687
Cl -0.445 4.443 3.408
```

The value obtained for the largest force on an atom is 0.65 eV/A. The relative energy (zero: lowest compared OMol25 entry of this formula, charge and spin) comes out at 8.79 kJ/mol. The multiplicity is 1. The calculation puts the HOMO energy at -16.5 eV. The orbital gap comes out at 0.2817 hartree. The total charge is +3. The value obtained for the calculated total energy is -6091.26990 hartree.



Record 5
Below is a structure of composition C4H3I at a distorted geometry, with properties calculated with the ωB97M-V functional and the def2-TZVPD basis.

The geometry in XYZ format:
```
8
Properties=species:S:1:pos:R:3
C 0.649 -0.271 -0.389
H 1.485 0.251 -0.753
C -0.149 -1.295 -0.592
C -0.447 0.723 0.341
H -0.949 1.038 -0.476
I 0.292 2.391 1.607
H -0.082 -2.319 -0.733
C -0.800 -0.518 0.997
```

The value obtained for the largest force on an atom is 5.26 eV/A. The relative energy (zero: lowest compared OMol25 entry of this formula, charge and spin) comes out at 417.40 kJ/mol. The multiplicity is 1. The calculation puts the HOMO energy at -8.9 eV. The orbital gap comes out at 0.3202 hartree. The value obtained for the calculated total energy is -451.65552 hartree.



Record 6
Below is a structure of composition C5H9CrMgO4 at a distorted geometry, with properties calculated with the ωB97M-V functional and the def2-TZVPD basis.

The geometry in XYZ format:
```
20
Properties=species:S:1:pos:R:3
H -2.280 0.691 -1.305
O -0.913 1.137 0.190
H -0.118 -0.310 -1.979
Mg 0.846 0.426 0.988
C 1.146 -2.126 -0.499
C 2.367 -1.849 -0.020
H -0.957 2.912 1.194
H -2.357 -0.329 0.178
O 2.592 -0.690 0.589
C -1.688 0.181 -0.532
C -1.661 2.239 0.693
O 2.007 1.697 1.771
H -2.149 2.766 -0.137
O 0.122 -1.259 -0.128
H -1.290 -1.631 -1.619
Cr 3.389 0.544 1.726
H 0.871 -2.994 -1.095
H -2.410 1.882 1.414
C -0.734 -0.793 -1.176
H 3.218 -2.495 -0.252
```

The value obtained for the largest force on an atom is 3.24 eV/A. The relative energy (zero: lowest compared OMol25 entry of this formula, charge and spin) comes out at 0.00 kJ/mol. The multiplicity is 4. The calculation puts the HOMO energy (alpha / beta) at -16.6 / -17.0 eV. The orbital gap (alpha / beta) comes out at 0.1914 / 0.2812 hartree. The total charge is +2. The value obtained for the calculated total energy is -1740.80120 hartree.



Record 7
Below is a cluster of 2 separate species, C7H8Se in total at a distorted geometry, with properties calculated with the ωB97M-V functional and the def2-TZVPD basis.

The geometry in XYZ format:
```
16
Properties=species:S:1:pos:R:3
H 2.037 0.828 -2.516
Se -2.142 0.567 2.430
H -1.822 0.250 -0.769
C -0.160 -0.257 0.470
C -0.944 -0.621 1.631
H -2.555 1.235 1.211
C 0.040 0.598 -1.773
H -2.276 -2.065 0.972
C 1.232 -0.346 0.545
H 3.090 0.005 -0.446
C 2.015 0.056 -0.521
H 1.695 -0.702 1.454
C -0.743 0.218 -0.703
H -0.423 0.955 -2.680
C 1.422 0.524 -1.683
H -0.466 -1.245 2.375
```

The value obtained for the largest force on an atom is 2.83 eV/A. The multiplicity is 1. The calculation puts the HOMO energy (alpha / beta) at -8.5 / -7.7 eV. The orbital gap (alpha / beta) comes out at 0.2988 / 0.2723 hartree. The value obtained for the calculated total energy is -2672.82003 hartree.



Record 8
Below is an isolated molecule of C24H28N4O4S, with properties calculated with the ωB97M-V functional and the def2-TZVPD basis.

The geometry in XYZ format:
```
61
Properties=species:S:1:pos:R:3
C 0.361 2.734 1.109
H 1.462 -2.555 -3.097
H -0.183 -3.915 -5.274
C -1.106 -3.504 -3.372
N 0.450 -0.175 -2.710
C 1.738 4.536 1.895
H 3.621 5.650 3.679
O -2.383 1.976 0.495
O 1.762 4.959 4.295
S 2.334 1.302 -0.921
H 0.141 3.041 4.464
C -1.416 -0.679 3.651
H 0.215 -1.541 -5.697
C 0.697 1.324 -0.896
H 2.886 6.392 5.122
H -2.089 1.168 -2.218
C 0.441 3.234 3.447
H -0.780 -3.284 -2.353
C -2.062 -4.691 -3.353
C 0.495 -1.377 4.918
C -2.054 -0.649 -1.043
N -0.093 0.691 -1.786
H -1.572 -5.570 -2.939
C 0.122 -3.787 -4.233
C 1.186 -2.693 -4.144
C -1.442 1.636 -0.179
O -1.246 -0.109 -4.193
H -2.365 -0.404 1.385
H 2.272 6.810 3.504
H -2.937 -4.469 -2.745
N -1.508 -0.932 1.278
H 0.925 -2.055 1.632
C 0.750 -1.358 -4.764
H -2.060 -1.280 -1.931
C 0.454 -1.706 2.535
H -1.243 -0.452 5.764
O -0.158 -1.902 -0.290
C -0.765 -0.805 4.863
C 1.096 -1.825 3.755
C -0.137 -0.497 -3.890
H 1.005 -1.472 5.865
H 1.639 -0.764 -4.993
C 2.686 6.008 4.122
C -1.140 -1.259 0.015
H -2.398 -0.228 3.605
H 0.572 -4.726 -3.903
H 2.429 5.332 1.669
C 1.342 4.274 3.203
C 1.244 3.770 0.854
H -2.397 -4.928 -4.360
H 2.078 -2.272 3.791
H 2.075 -3.036 -4.679
H 1.554 3.980 -0.157
H 1.400 -0.446 -2.472
H -1.631 -2.634 -3.769
C -0.809 -1.128 2.479
N -0.126 1.940 0.038
H -0.730 1.662 2.612
C -1.485 0.734 -1.412
H -3.073 -0.516 -0.682
C -0.043 2.467 2.411
```

The value obtained for the largest force on an atom is 0.76 eV/A. The relative energy (zero: lowest compared OMol25 entry of this formula, charge and spin) comes out at 146.35 kJ/mol. The multiplicity is 1. The calculation puts the HOMO energy at -8.5 eV. As for the structure (SMILES): CCCCCC(=O)NN1C(=S)N(c2ccc(OC)cc2)C(=O)[C@@H]1CC(=O)Nc1ccccc1. The orbital gap comes out at 0.3297 hartree. The value obtained for the calculated total energy is -1849.56990 hartree.